# C4H6CeO7

A molecular structure, C4H6CeO7 (wB97M-V/def2-TZVPD, OMol25).

The geometry in ORCA input format:
```
! wB97M-V def2-TZVPD RIJCOSX def2/J DEFGRID3
* xyz 2 3
O 0.23 -0.74 -1.31
C -0.46 0.35 -0.87
C 0.37 1.17 0.14
O 0.82 2.32 -0.62
C 0.19 2.35 -1.74
O -0.57 1.36 -2.01
O 0.44 3.29 -2.55
H -0.33 -1.31 -1.85
H -1.51 0.15 -0.63
H 1.25 0.63 0.48
H -0.23 1.54 0.97
H -0.01 3.19 -3.41
O 0.86 -2.97 1.16
C 0.14 -2.51 2.17
O -0.64 -1.52 2.02
O 0.24 -3.09 3.28
Ce -1.62 -1.88 4.34
H 0.81 -2.34 0.42
*
```

Output
**HOMO-LUMO gap (spin up / spin down)**: 6.4269 / 10.1544 eV
**LUMO energy (spin up / spin down)**: -7.25 / -7.38 eV
**<S²>**: 2.001
**E_HOMO (spin up / spin down)**: -13.679 / -17.533 eV
**Largest force on an atom**: 1.449 eV Å⁻¹

# C4H6Cl2

C4H6Cl2 in the gas phase (wB97M-V/def2-TZVPD, OMol25).

The geometry in ORCA input format:
```
! wB97M-V def2-TZVPD RIJCOSX def2/J DEFGRID3
* xyz 0 1
C 1.28 -0.32 -0.60
C -0.14 -0.55 0.09
C -0.58 0.55 1.06
C -1.09 0.59 -0.36
H 1.50 0.74 -0.67
H 1.40 -0.76 -1.59
H -1.40 0.15 1.74
H 0.20 1.18 1.50
H -2.14 0.26 -0.51
H -0.80 1.20 -1.13
Cl 2.71 -0.94 0.33
Cl -0.94 -2.10 0.15
*
```

Output
**HOMO-LUMO gap**: 10.8788 eV
**LUMO energy**: 0.92 eV
**E_HOMO**: -9.960 eV
**ΔE to the lowest compared entry with this formula, charge and spin**: 20.1 kcal/mol
**Largest force on an atom**: 3.098 eV Å⁻¹

# C4H6Cl2F2

2 unconnected molecules or ions with the total composition C4H6Cl2F2 (wB97M-V/def2-TZVPD, OMol25).

The geometry in ORCA input format:
```
! wB97M-V def2-TZVPD RIJCOSX def2/J DEFGRID3
* xyz 0 1
C 0.37 -0.80 1.74
C -1.48 -0.09 -2.56
C 0.49 1.33 0.44
C 1.26 0.15 0.93
F 1.79 -0.59 -0.14
F 2.30 0.54 1.68
Cl -3.12 -0.38 -2.20
Cl -0.89 1.01 -0.48
H -0.05 -0.25 2.52
H 0.88 -1.52 2.40
H -0.50 -1.32 1.15
H -1.40 0.70 -3.35
H -0.87 -0.95 -2.22
H 1.20 2.17 0.10
*
```

Output
**HOMO-LUMO gap (spin up / spin down)**: 7.4044 / 9.0729 eV
**LUMO energy (spin up / spin down)**: -0.75 / 0.02 eV
**E_HOMO (spin up / spin down)**: -8.158 / -9.051 eV
**ΔE to the lowest compared entry with this formula, charge and spin**: 98.9 kcal/mol
**Largest force on an atom**: 2.967 eV Å⁻¹

# C4H6Cl2N2

C4H6Cl2N2 in the gas phase (wB97M-V/def2-TZVPD, OMol25).

The geometry in ORCA input format:
```
! wB97M-V def2-TZVPD RIJCOSX def2/J DEFGRID3
* xyz 0 1
C 1.49 0.95 0.68
C 1.44 -0.45 0.08
C 0.30 -1.17 -0.13
C -1.59 0.33 -0.53
H 0.61 1.14 1.30
H 2.41 1.09 1.31
H 0.52 -2.21 -0.46
H -1.62 -1.50 0.37
H -0.89 1.03 -0.97
H -3.33 -0.32 -0.11
N -0.99 -0.75 0.07
N -2.88 0.48 -0.58
Cl 1.59 2.37 -0.45
Cl 2.95 -0.99 -0.58
*
```

Output
**HOMO-LUMO gap**: 9.5184 eV
**LUMO energy**: 0.55 eV
**E_HOMO**: -8.970 eV
**ΔE to the lowest compared entry with this formula, charge and spin**: 6.5 kcal/mol
**Largest force on an atom**: 3.126 eV Å⁻¹

# C4H6Cl2NO4

2 unconnected molecules or ions with the total composition C4H6Cl2NO4 (wB97M-V/def2-TZVPD, OMol25).

The geometry in ORCA input format:
```
! wB97M-V def2-TZVPD RIJCOSX def2/J DEFGRID3
* xyz -1 1
N 0.43 0.46 1.83
C -1.03 0.53 1.93
O -1.69 0.15 0.72
C -1.38 -1.12 0.35
O -2.02 -2.02 0.75
O -0.37 -1.38 -0.50
C -0.28 -0.43 -1.58
C 1.14 0.23 -1.50
O 1.22 1.32 -1.11
Cl 2.53 -0.68 -2.03
H 0.79 1.42 1.78
H 0.76 0.12 2.73
H -1.31 1.57 2.13
H -1.36 -0.06 2.80
H -1.02 0.38 -1.54
H -0.33 -0.91 -2.57
Cl 3.92 0.42 -4.19
*
```

Output
**HOMO-LUMO gap**: 6.0662 eV
**LUMO energy**: 2.63 eV
**E_HOMO**: -3.436 eV
**Largest force on an atom**: 2.948 eV Å⁻¹

# C4H6Cl2O

C4H6Cl2O in the gas phase (wB97M-V/def2-TZVPD, OMol25).

The geometry in ORCA input format:
```
! wB97M-V def2-TZVPD RIJCOSX def2/J DEFGRID3
* xyz 0 1
C -0.35 -1.74 -0.14
C 1.50 0.31 0.19
C -0.96 0.70 -0.39
C -0.02 -0.11 0.40
O 0.47 -2.53 -0.61
Cl -1.51 -0.23 -1.79
Cl -0.39 -0.27 2.12
H -1.28 -2.17 0.20
H 2.18 -0.51 0.30
H 1.64 0.98 0.94
H 1.73 0.83 -0.76
H -1.80 0.92 0.15
H -0.42 1.61 -0.83
*
```

Output
**HOMO-LUMO gap**: 10.3788 eV
**LUMO energy**: 0.73 eV
**E_HOMO**: -9.644 eV
**ΔE to the lowest compared entry with this formula, charge and spin**: 27.9 kcal/mol
**Largest force on an atom**: 4.828 eV Å⁻¹

# C4H6Cl2O

2 unconnected molecules or ions with the total composition C4H6Cl2O (wB97M-V/def2-TZVPD, OMol25).

The geometry in ORCA input format:
```
! wB97M-V def2-TZVPD RIJCOSX def2/J DEFGRID3
* xyz 0 1
C 1.28 -0.58 0.21
C 0.66 1.76 -0.40
C -1.98 -1.36 0.80
C 0.87 0.34 -0.75
O 1.53 -0.45 1.38
Cl 1.44 -2.25 -0.52
Cl -3.05 -0.72 -0.27
H 1.36 2.40 -0.95
H 0.80 1.91 0.67
H -0.35 2.08 -0.68
H -1.80 -2.42 0.80
H -1.46 -0.71 1.48
H 0.71 0.02 -1.77
*
```

Output
**HOMO-LUMO gap (spin up / spin down)**: 9.8061 / 6.3931 eV
**LUMO energy (spin up / spin down)**: 0.05 / -1.91 eV
**E_HOMO (spin up / spin down)**: -9.760 / -8.304 eV
**ΔE to the lowest compared entry with this formula, charge and spin**: 64.8 kcal/mol
**Largest force on an atom**: 2.085 eV Å⁻¹

# C4H6Cl2O2S2

2 unconnected molecules or ions with the total composition C4H6Cl2O2S2 (wB97M-V/def2-TZVPD, OMol25).

The geometry in ORCA input format:
```
! wB97M-V def2-TZVPD RIJCOSX def2/J DEFGRID3
* xyz 0 1
C -1.36 0.64 0.29
C 1.82 -0.93 1.28
C -1.80 -1.08 -1.55
C 2.45 1.63 0.66
O -3.62 -1.00 0.30
O -0.88 1.55 -0.28
S -2.93 -0.01 -0.53
S 2.42 -0.02 -0.08
Cl -0.81 -0.18 1.76
Cl 1.78 -2.65 0.99
H -2.16 -1.86 -2.22
H -1.06 -1.39 -0.87
H -1.34 -0.32 -2.14
H 2.62 1.39 1.69
H 1.51 2.17 0.43
H 3.36 2.06 0.26
*
```

Output
**HOMO-LUMO gap**: 8.4066 eV
**LUMO energy**: -0.41 eV
**E_HOMO**: -8.820 eV
**Largest force on an atom**: 1.996 eV Å⁻¹

Q: Which formula does entry 8 have?
A: C4H6Cl2O2S2

Q: Look up the largest force on an atom of the sixth one.
A: 4.828 eV Å⁻¹